This record from OMol25 describes a structure of composition C28H28ClN7O5S4Tc. The level of theory is ωB97M-V/def2-TZVPD.

Geometry (Å):
Tc: -0.947 0.374 -0.555
N: -0.777 1.658 2.563
C: 0.435 1.152 2.144
C: 1.438 1.022 3.114
C: 2.678 0.563 2.745
C: 2.912 0.252 1.408
C: 1.878 0.392 0.519
N: 0.643 0.817 0.874
C: -1.958 1.988 1.911
C: -2.819 2.841 2.606
C: -4.033 3.177 2.059
C: -4.358 2.675 0.807
C: -3.444 1.871 0.175
N: -2.265 1.502 0.709
H: -0.758 1.979 3.516
H: 1.224 1.297 4.139
H: 3.460 0.457 3.486
H: 3.878 -0.086 1.058
H: 2.000 0.155 -0.532
H: -2.514 3.238 3.566
H: -4.712 3.830 2.592
H: -5.302 2.891 0.327
H: -3.647 1.500 -0.817
S: -2.449 -0.811 -2.134
S: -4.346 -0.276 -2.522
S: -5.784 -0.818 -1.015
S: -5.072 -0.786 0.805
O: -0.892 2.005 -1.575
N: -0.980 3.284 -1.320
C: -1.538 3.970 -2.258
C: -2.100 3.375 -3.451
N: -2.545 2.882 -4.389
C: -1.639 5.397 -2.074
N: -1.742 6.535 -1.959
C: 1.488 1.848 -3.959
C: 2.397 1.514 -2.813
C: 2.668 2.462 -1.832
C: 3.566 2.199 -0.809
Cl: 3.842 3.399 0.426
C: 4.246 0.996 -0.759
C: 3.946 0.027 -1.704
C: 3.006 0.263 -2.699
O: 2.794 -0.770 -3.569
C: 1.470 -1.260 -3.802
C: 0.684 -1.467 -2.513
O: 0.349 -2.586 -2.157
O: 0.455 -0.356 -1.880
H: 1.419 2.928 -4.086
H: 0.486 1.456 -3.784
H: 1.865 1.420 -4.889
H: 2.186 3.432 -1.881
H: 4.979 0.813 0.016
H: 4.436 -0.939 -1.685
H: 1.610 -2.222 -4.282
H: 0.892 -0.606 -4.456
O: -1.073 -1.317 0.556
C: -0.739 -2.390 1.098
C: 0.653 -2.908 0.886
C: 0.810 -4.424 0.989
C: 0.916 -4.932 2.426
C: -0.126 -4.286 3.343
C: -1.500 -4.201 2.689
N: -1.651 -3.040 1.808
H: 1.323 -2.388 1.580
H: 0.907 -2.584 -0.124
H: 1.698 -4.715 0.429
H: -0.036 -4.897 0.484
H: 1.916 -4.734 2.820
H: 0.780 -6.016 2.430
H: 0.189 -3.277 3.626
H: -0.212 -4.864 4.263
H: -2.268 -4.098 3.453
H: -1.710 -5.123 2.141
H: -2.584 -2.662 1.699

For the HOMO energy (spin up / spin down), the calculation gives -7.42 / -7.69 eV. The total energy is -3977.0328 hartree. Its spin multiplicity is 4. The value obtained for the relative energy (zero: lowest compared OMol25 entry of this formula, charge and spin) is 0.0000 eV. Its largest force on an atom is 1.52 eV/A.


This record from OMol25 describes a structure of composition C28H28FN4SSc. The level of theory is ωB97M-V/def2-TZVPD.

Geometry (Å):
Sc: -0.835 -0.114 0.332
N: -1.933 -2.059 3.991
C: -2.563 -0.894 4.421
C: -3.272 -0.595 5.578
C: -3.765 0.688 5.675
C: -3.559 1.638 4.658
C: -2.856 1.333 3.513
C: -2.355 0.038 3.405
N: -1.616 -0.571 2.385
C: -1.391 -1.819 2.792
C: -0.607 -2.738 1.972
C: -0.161 -3.993 2.228
S: 0.739 -4.570 0.895
C: 0.523 -3.102 0.091
N: -0.213 -2.232 0.746
H: -1.900 -2.931 4.495
H: -3.430 -1.324 6.361
H: -4.323 0.975 6.555
H: -3.965 2.633 4.784
H: -2.700 2.070 2.737
H: -0.312 -4.601 3.105
H: 0.945 -2.910 -0.888
C: 4.525 0.469 -1.232
C: 3.172 0.091 -0.629
C: 3.354 -0.766 0.629
C: 2.276 -0.629 -1.621
C: 2.772 -1.691 -2.369
C: 1.953 -2.398 -3.238
C: 0.621 -2.046 -3.378
C: 0.080 -0.980 -2.662
C: -1.367 -0.593 -2.955
C: -1.458 0.711 -3.752
C: -2.319 -0.539 -1.748
C: 0.923 -0.278 -1.778
N: 0.344 0.736 -0.955
C: 0.483 2.108 -1.150
C: 1.342 2.801 -1.992
C: 1.318 4.192 -1.985
C: 0.462 4.902 -1.152
C: -0.409 4.229 -0.296
C: -0.352 2.870 -0.356
F: -1.176 2.055 0.487
H: 5.103 1.051 -0.515
H: 4.407 1.067 -2.136
H: 5.113 -0.413 -1.486
H: 2.675 1.013 -0.329
H: 3.848 -1.710 0.388
H: 2.394 -0.998 1.101
H: 3.969 -0.245 1.363
H: 3.812 -1.971 -2.274
H: 2.358 -3.218 -3.817
H: -0.005 -2.592 -4.073
H: -1.755 -1.391 -3.589
H: -1.104 1.562 -3.167
H: -2.488 0.906 -4.053
H: -0.851 0.645 -4.654
H: -2.324 0.461 -1.271
H: -2.162 -1.380 -1.043
H: -3.356 -0.666 -2.059
H: 2.012 2.256 -2.645
H: 1.986 4.732 -2.641
H: 0.465 5.983 -1.162
H: -1.091 4.746 0.364

Its total charge is +2. For the HOMO energy, the calculation gives -13.80 eV. The total energy is -2561.2048 hartree. Its largest force on an atom is 0.58 eV/A.


This record from OMol25 describes a structure of composition C28H28N2Na. The level of theory is ωB97M-V/def2-TZVPD.

Geometry (Å):
C: -0.789 2.948 5.909
N: 0.075 2.742 4.775
C: 1.376 3.375 4.740
C: 2.005 2.850 3.422
C: 1.031 1.832 2.915
C: -0.108 1.856 3.760
C: -1.192 0.979 3.572
C: -1.106 0.033 2.567
C: -0.045 0.067 1.603
C: -0.020 -0.737 0.421
C: -1.127 -1.346 -0.255
C: -0.833 -2.265 -1.320
C: -1.833 -2.940 -1.979
C: -3.165 -2.842 -1.501
N: -3.937 -3.798 -2.084
C: -5.214 -4.265 -1.607
C: -3.201 -4.586 -3.061
C: -1.797 -3.943 -3.086
C: -3.513 -1.912 -0.503
C: -2.515 -1.122 0.050
C: 1.077 0.920 1.881
H: -1.705 2.373 5.784
H: -0.298 2.634 6.843
H: -1.045 4.012 6.005
H: 1.281 4.472 4.762
H: 1.975 3.093 5.622
H: 2.128 3.698 2.732
H: 3.004 2.439 3.616
H: -2.056 1.054 4.229
H: -1.842 -0.766 2.509
H: 0.979 -1.041 0.081
H: 0.211 -2.461 -1.581
H: -5.446 -3.809 -0.642
H: -6.022 -4.027 -2.313
H: -5.190 -5.359 -1.485
H: -3.164 -5.644 -2.756
H: -3.688 -4.559 -4.047
H: -1.631 -3.475 -4.067
H: -1.022 -4.708 -2.954
H: -4.554 -1.823 -0.191
H: -2.787 -0.329 0.747
H: 1.964 0.848 1.252
C: 3.000 -0.509 -3.422
Na: 2.517 4.532 -3.663
C: 1.732 -0.683 -2.813
C: 1.463 0.439 -1.975
C: 2.557 1.360 -2.096
C: 3.496 0.787 -3.054
C: 4.601 1.540 -3.451
C: 4.797 2.801 -2.892
C: 4.034 3.248 -1.801
C: 2.868 2.564 -1.451
H: 3.497 -1.185 -4.117
H: 1.108 -1.560 -2.966
H: 0.552 0.661 -1.417
H: 5.304 1.122 -4.176
H: 5.625 3.421 -3.239
H: 4.365 4.105 -1.208
H: 2.222 2.888 -0.628

Its total charge is -1. For the HOMO energy, the calculation gives -0.83 eV. The total energy is -1355.4732 hartree. The value obtained for the relative energy (zero: lowest compared OMol25 entry of this formula, charge and spin) is 0.7224 eV. Its largest force on an atom is 2.18 eV/A.


This record from OMol25 describes a structure of composition C28H28N2SiTi. The level of theory is ωB97M-V/def2-TZVPD.

Geometry (Å):
C: 0.874 1.969 2.043
C: -0.091 2.597 1.207
C: -1.387 2.363 1.746
H: 0.124 3.294 0.409
C: -1.209 1.673 2.982
C: 0.169 1.392 3.144
H: 0.628 0.973 4.035
H: 1.948 2.111 2.020
H: -2.317 2.774 1.387
H: -1.962 1.576 3.758
Ti: -0.559 0.168 1.196
C: -0.869 -0.868 -0.519
H: -1.788 -0.976 0.102
H: -0.110 -1.677 -0.478
H: -1.049 -0.510 -1.635
Si: 0.446 1.354 -2.151
C: 1.847 0.135 -2.530
C: 2.922 0.917 -3.056
H: 2.752 1.990 -3.221
C: 4.161 0.341 -3.313
H: 4.956 0.984 -3.653
C: 4.372 -1.021 -3.111
H: 5.361 -1.441 -3.303
C: 3.258 -1.824 -2.816
H: 3.367 -2.929 -2.874
C: 2.032 -1.259 -2.391
H: 1.253 -1.900 -1.970
C: -1.027 1.554 -3.215
C: -0.833 2.030 -4.559
H: -0.207 1.502 -5.310
C: -1.491 3.233 -4.846
H: -1.172 3.823 -5.717
C: -2.596 3.661 -4.076
H: -3.151 4.543 -4.373
C: -3.065 2.859 -3.028
H: -4.050 3.042 -2.568
C: -2.260 1.827 -2.548
H: -2.582 1.311 -1.639
H: -0.226 1.287 -0.609
H: 1.117 2.545 -2.081
C: -3.791 -1.763 3.511
C: -3.097 -2.762 4.211
C: -1.722 -2.927 3.994
C: -1.077 -2.183 2.993
N: -1.765 -1.156 2.380
C: -3.085 -0.933 2.627
C: 0.333 -2.304 2.639
C: 1.148 -3.361 3.049
C: 2.444 -3.431 2.560
C: 2.942 -2.358 1.808
C: 2.138 -1.253 1.555
N: 0.831 -1.267 1.897
H: -4.862 -1.601 3.628
H: -3.644 -3.389 4.920
H: -1.123 -3.601 4.628
H: -3.527 -0.104 2.055
H: 0.742 -4.043 3.777
H: 3.060 -4.283 2.823
H: 3.955 -2.371 1.419
H: 2.514 -0.331 1.086

Its total charge is +2. For the HOMO energy (spin up / spin down), the calculation gives -13.48 / -13.49 eV. The total energy is -2331.5819 hartree. The value obtained for the relative energy (zero: lowest compared OMol25 entry of this formula, charge and spin) is 1.7877 eV. Its largest force on an atom is 3.04 eV/A.


This record from OMol25 describes a structure of composition C28H28N3PPtSSe2. The level of theory is ωB97M-V/def2-TZVPD.

Geometry (Å):
Pt: -0.014 -0.445 -0.295
Se: -1.710 3.018 2.647
P: 0.290 3.157 1.925
Se: 1.139 1.670 0.494
C: 0.422 4.718 0.971
C: -0.197 4.667 -0.280
C: -0.192 5.763 -1.122
C: 0.432 6.940 -0.725
C: 1.029 7.008 0.520
C: 1.022 5.906 1.368
C: 1.438 3.024 3.345
C: 2.150 4.047 3.959
C: 3.005 3.767 5.019
C: 3.148 2.472 5.482
C: 2.414 1.448 4.896
C: 1.565 1.724 3.840
H: -0.676 3.749 -0.592
H: -0.666 5.700 -2.093
H: 0.450 7.798 -1.384
H: 1.507 7.923 0.845
H: 1.482 6.005 2.335
H: 2.051 5.068 3.639
H: 3.559 4.575 5.480
H: 3.826 2.259 6.299
H: 2.511 0.433 5.257
H: 0.994 0.926 3.383
C: -2.054 -1.967 -1.766
N: -0.763 -2.284 -1.128
C: -0.984 -3.198 0.009
C: 0.166 -2.907 -2.109
C: 1.398 -2.072 -2.284
C: 2.403 -2.452 -3.170
C: 3.535 -1.672 -3.311
C: 3.662 -0.506 -2.564
C: 2.658 -0.132 -1.685
C: 1.504 -0.911 -1.523
H: -2.527 -2.876 -2.157
H: -1.890 -1.269 -2.585
H: -2.725 -1.513 -1.046
H: -1.399 -4.153 -0.335
H: -1.677 -2.754 0.716
H: -0.040 -3.378 0.520
H: -0.345 -3.038 -3.065
H: 0.441 -3.904 -1.758
H: 2.298 -3.363 -3.750
H: 4.316 -1.969 -4.000
H: 4.543 0.115 -2.670
H: 2.780 0.778 -1.114
N: -2.996 1.103 -0.573
C: -2.882 0.402 0.577
N: -1.769 -0.151 0.949
C: -1.911 -0.816 2.166
C: -0.890 -1.444 2.871
C: -1.196 -2.062 4.068
C: -2.502 -2.072 4.559
C: -3.522 -1.439 3.872
C: -3.207 -0.800 2.682
S: -4.248 0.109 1.616
H: -2.110 1.363 -0.987
H: -3.756 1.753 -0.666
H: 0.113 -1.435 2.461
H: -0.408 -2.542 4.634
H: -2.721 -2.577 5.491
H: -4.534 -1.431 4.256

For the HOMO energy, the calculation gives -7.33 eV. The total energy is -6909.8490 hartree. The value obtained for the relative energy (zero: lowest compared OMol25 entry of this formula, charge and spin) is 1.3238 eV. Its largest force on an atom is 0.94 eV/A.


This record from OMol25 describes a structure of composition C28H28N4PPtS3Te. The level of theory is ωB97M-V/def2-TZVPD.

Geometry (Å):
Pt: 0.329 -0.958 0.773
C: 1.827 2.929 -0.264
C: 1.611 1.476 -0.008
N: 0.515 1.019 0.482
N: -0.575 1.788 0.754
C: -1.711 1.153 1.195
N: -2.822 1.871 1.283
S: -1.744 -0.477 1.565
C: 2.603 0.419 -0.321
C: 3.821 0.686 -0.917
C: 4.678 -0.362 -1.221
C: 4.293 -1.654 -0.923
C: 3.057 -1.861 -0.331
N: 2.233 -0.858 -0.035
H: 1.501 3.517 0.596
H: 1.267 3.256 -1.144
H: 2.874 3.159 -0.432
H: -0.595 2.740 0.420
H: -2.884 2.827 0.976
H: -3.685 1.365 1.439
H: 4.104 1.700 -1.156
H: 5.632 -0.163 -1.689
H: 4.925 -2.502 -1.143
H: 2.716 -2.856 -0.083
C: 0.569 -4.268 -0.893
Te: -0.285 -3.451 0.881
C: 1.434 -4.299 1.862
C: 2.054 -5.256 0.873
C: 3.040 -6.158 1.270
C: 3.606 -7.028 0.355
C: 3.187 -7.009 -0.972
C: 2.206 -6.120 -1.372
C: 1.635 -5.237 -0.456
H: 0.946 -3.447 -1.504
H: -0.247 -4.727 -1.447
H: 1.109 -4.804 2.771
H: 2.118 -3.501 2.155
H: 3.356 -6.180 2.306
H: 4.365 -7.730 0.675
H: 3.619 -7.695 -1.687
H: 1.868 -6.111 -2.402
S: -4.649 -0.312 -0.438
P: -3.798 -2.020 -1.002
S: -1.820 -1.995 -1.495
C: -4.729 -2.752 -2.376
C: -4.107 -3.262 -3.509
C: -4.871 -3.845 -4.513
C: -6.249 -3.923 -4.384
C: -6.871 -3.412 -3.252
C: -6.115 -2.824 -2.252
C: -3.945 -3.287 0.306
C: -4.100 -2.913 1.635
C: -4.047 -3.870 2.645
C: -3.853 -5.205 2.325
C: -3.727 -5.587 0.993
C: -3.773 -4.632 -0.011
H: -3.032 -3.195 -3.603
H: -4.386 -4.235 -5.399
H: -6.841 -4.378 -5.167
H: -7.947 -3.466 -3.151
H: -6.601 -2.406 -1.378
H: -4.285 -1.873 1.869
H: -4.178 -3.571 3.677
H: -3.824 -5.953 3.107
H: -3.604 -6.632 0.740
H: -3.682 -4.932 -1.048

Its total charge is +1. For the HOMO energy, the calculation gives -9.60 eV. The total energy is -3225.9312 hartree. The value obtained for the relative energy (zero: lowest compared OMol25 entry of this formula, charge and spin) is 0.8952 eV. Its largest force on an atom is 0.65 eV/A.


This record from OMol25 describes a cluster of 3 separate species, C28H28O4 in total. The level of theory is ωB97M-V/def2-TZVPD.

Geometry (Å):
C: 2.717 1.142 2.580
C: 1.472 0.259 2.417
O: 1.330 -0.162 1.050
C: 0.204 0.311 0.442
O: -0.865 -0.153 0.689
C: 0.408 1.385 -0.579
C: 0.693 2.791 -0.013
C: -0.519 3.730 -0.104
C: -1.740 3.125 0.550
C: -1.716 2.874 1.931
C: -2.795 2.278 2.575
C: -3.906 1.911 1.822
C: -3.945 2.172 0.453
C: -2.879 2.796 -0.186
C: -5.151 1.745 -0.302
O: -5.589 2.363 -1.235
C: -5.788 0.510 0.218
C: -5.752 0.265 1.527
C: -5.068 1.220 2.433
O: -5.444 1.430 3.556
H: 2.548 1.919 3.319
H: 3.572 0.535 2.848
H: 2.902 1.628 1.628
H: 0.578 0.782 2.744
H: 1.589 -0.625 3.036
H: 1.242 1.105 -1.220
H: -0.482 1.393 -1.199
H: 1.505 3.217 -0.595
H: 1.040 2.771 1.016
H: -0.295 4.678 0.374
H: -0.726 3.905 -1.156
H: -0.845 3.141 2.512
H: -2.748 2.090 3.636
H: -2.933 2.999 -1.244
H: -6.273 -0.158 -0.476
H: -6.209 -0.624 1.933
C: 1.615 -1.426 -4.701
C: 2.134 -0.691 -3.645
C: 3.018 0.351 -3.890
C: 3.378 0.663 -5.193
C: 2.857 -0.070 -6.250
C: 1.977 -1.116 -6.004
H: 0.927 -2.239 -4.509
H: 1.851 -0.933 -2.628
H: 3.429 0.919 -3.064
H: 4.065 1.476 -5.385
H: 3.136 0.174 -7.267
H: 1.574 -1.689 -6.829
C: 2.545 -5.205 0.934
C: 2.205 -5.942 2.061
C: 1.321 -5.417 2.993
C: 0.774 -4.156 2.796
C: 1.111 -3.419 1.669
C: 1.999 -3.943 0.740
H: 3.235 -5.614 0.208
H: 2.628 -6.927 2.211
H: 1.059 -5.990 3.873
H: 0.081 -3.747 3.522
H: 0.682 -2.440 1.513
H: 2.266 -3.367 -0.137

For the HOMO energy, the calculation gives -9.28 eV. The total energy is -1384.6948 hartree. Its SMILES is CCOC(=O)CCCc1ccc2c(c1)C(=O)C=CC2=O.c1ccccc1.c1ccccc1. The value obtained for the relative energy (zero: lowest compared OMol25 entry of this formula, charge and spin) is 0.2216 eV. Its largest force on an atom is 0.79 eV/A.


Q: Which formula does entry 4 have?
A: C28H28N2SiTi


Repeat the third record exactly.
This record from OMol25 describes a structure of composition C28H28N2Na. The level of theory is ωB97M-V/def2-TZVPD.

Geometry (Å):
C: -0.789 2.948 5.909
N: 0.075 2.742 4.775
C: 1.376 3.375 4.740
C: 2.005 2.850 3.422
C: 1.031 1.832 2.915
C: -0.108 1.856 3.760
C: -1.192 0.979 3.572
C: -1.106 0.033 2.567
C: -0.045 0.067 1.603
C: -0.020 -0.737 0.421
C: -1.127 -1.346 -0.255
C: -0.833 -2.265 -1.320
C: -1.833 -2.940 -1.979
C: -3.165 -2.842 -1.501
N: -3.937 -3.798 -2.084
C: -5.214 -4.265 -1.607
C: -3.201 -4.586 -3.061
C: -1.797 -3.943 -3.086
C: -3.513 -1.912 -0.503
C: -2.515 -1.122 0.050
C: 1.077 0.920 1.881
H: -1.705 2.373 5.784
H: -0.298 2.634 6.843
H: -1.045 4.012 6.005
H: 1.281 4.472 4.762
H: 1.975 3.093 5.622
H: 2.128 3.698 2.732
H: 3.004 2.439 3.616
H: -2.056 1.054 4.229
H: -1.842 -0.766 2.509
H: 0.979 -1.041 0.081
H: 0.211 -2.461 -1.581
H: -5.446 -3.809 -0.642
H: -6.022 -4.027 -2.313
H: -5.190 -5.359 -1.485
H: -3.164 -5.644 -2.756
H: -3.688 -4.559 -4.047
H: -1.631 -3.475 -4.067
H: -1.022 -4.708 -2.954
H: -4.554 -1.823 -0.191
H: -2.787 -0.329 0.747
H: 1.964 0.848 1.252
C: 3.000 -0.509 -3.422
Na: 2.517 4.532 -3.663
C: 1.732 -0.683 -2.813
C: 1.463 0.439 -1.975
C: 2.557 1.360 -2.096
C: 3.496 0.787 -3.054
C: 4.601 1.540 -3.451
C: 4.797 2.801 -2.892
C: 4.034 3.248 -1.801
C: 2.868 2.564 -1.451
H: 3.497 -1.185 -4.117
H: 1.108 -1.560 -2.966
H: 0.552 0.661 -1.417
H: 5.304 1.122 -4.176
H: 5.625 3.421 -3.239
H: 4.365 4.105 -1.208
H: 2.222 2.888 -0.628

Its total charge is -1. For the HOMO energy, the calculation gives -0.83 eV. The total energy is -1355.4732 hartree. The value obtained for the relative energy (zero: lowest compared OMol25 entry of this formula, charge and spin) is 0.7224 eV. Its largest force on an atom is 2.18 eV/A.


Q: Number 7 is which compound?
A: C28H28O4


Q: Among the records above, which one has the highest total energy?
A: C28H28N2Na